1.
This record from the Open Molecules 2025 dataset describes a structure of composition C33H22Br2N8OS2W in a non-equilibrium geometry. The level of theory is wB97M-V/def2-TZVPD.

Values from the calculation:
<S²> ... 2.036
Energy relative to the best compared isomer or geometry (same formula, charge and spin) ... 0.0 kJ/mol
Kohn-Sham gap (spin up / spin down) ... 0.220 / 0.222 hartree
Highest occupied orbital energy (spin up / spin down) ... -0.251 / -0.272 Eh
Spin multiplicity ... 3
Total charge ... 0

Last column: Löwdin charge in e.
Geometry (Å):
C: 2.014 -1.882 2.714  -0.1090
N: 0.036 -1.041 2.789  -0.0402
H: -3.522 2.620 4.331  0.0861
C: 2.535 1.933 1.404  -0.3920
C: 1.572 0.737 -4.036  -0.0214
H: -3.872 1.014 4.963  0.0786
C: 0.248 -1.610 3.996  -0.0234
C: -3.016 1.026 3.006  -0.2750
C: 3.828 -2.660 -0.846  -0.7037
H: -0.698 1.505 -1.543  0.1078
C: -2.601 -1.926 -0.814  -0.0108
H: 2.015 -2.678 4.772  0.1035
C: 2.861 -4.855 -1.103  -0.3007
C: 0.347 0.112 -4.055  -0.0300
H: 2.971 -2.131 2.285  0.1163
N: 0.857 1.670 -0.172  -0.0021
H: -3.866 -2.101 -5.105  0.0785
N: -0.669 -0.709 -0.041  -0.1697
S: 3.764 -0.979 -0.420  0.7005
C: 0.537 4.462 -0.466  -0.0029
H: -4.202 1.745 1.365  0.1152
C: -2.541 0.615 0.687  -0.0291
C: -3.330 1.180 1.656  -0.0301
N: 6.149 -3.537 -1.452  0.1715
C: 2.737 -3.484 -0.827  -0.7057
C: 3.234 4.127 2.145  -0.1577
C: -1.875 0.317 3.332  0.0235
Br: 2.264 6.623 1.208  0.7628
H: 3.869 4.735 2.767  0.0992
C: -3.918 -2.776 -4.253  -0.0485
Br: 4.535 1.900 3.411  0.7887
C: -1.397 -0.149 0.993  -0.2447
H: -4.335 -2.904 -1.560  0.1161
C: 1.600 2.560 0.546  -0.1289
H: -1.487 -1.663 -4.460  0.1140
O: 2.581 0.640 1.367  -0.3289
C: 1.482 3.967 0.452  -0.1893
H: -4.949 -2.832 -3.914  0.0771
C: 3.333 2.744 2.215  -0.5912
H: -2.899 -2.031 0.218  0.1263
C: -0.224 3.558 -1.180  -0.0247
C: -1.398 -1.249 -1.084  -0.2931
C: -3.029 -2.298 -3.149  -0.2733
C: -3.404 -2.419 -1.814  -0.0258
C: -1.073 -0.286 2.364  -0.1000
C: -3.881 1.626 4.066  -0.0484
H: 2.031 1.294 -4.829  0.1050
C: 2.086 0.492 -2.767  -0.1365
N: 1.109 -1.210 2.009  -0.1414
N: 0.158 -0.468 -2.844  -0.0502
S: 1.130 -2.937 -0.440  0.7078
N: 1.216 -0.230 -2.048  -0.1424
H: -4.905 1.720 3.713  0.0781
N: 2.932 -5.981 -1.310  0.1711
C: -0.997 -1.170 -2.438  -0.1408
H: 3.040 0.784 -2.359  0.0860
H: -0.958 3.903 -1.891  0.1121
W: 1.370 -0.461 0.047  1.3360
C: -1.809 -1.710 -3.432  0.0206
H: -1.595 0.230 4.370  0.1149
H: -3.617 -3.767 -4.590  0.0867
H: -0.496 -1.630 4.764  0.1223
H: -2.800 0.738 -0.356  0.1205
H: 0.412 5.525 -0.592  0.0847
C: -0.060 2.192 -1.003  -0.0988
H: -0.379 0.076 -4.839  0.1225
C: 1.514 -2.158 3.983  -0.0126
C: 5.098 -3.162 -1.180  -0.2960
C: 2.339 4.722 1.277  -0.6151

=====

2.
This record from the Open Molecules 2025 dataset describes a cluster of 3 separate species, C33H22ClNO6P in total in a non-equilibrium geometry. The level of theory is wB97M-V/def2-TZVPD.

Values from the calculation:
Kohn-Sham gap ... 0.210 hartree
Highest occupied orbital energy ... -0.402 Eh
Total charge ... +1

Last column: Löwdin charge in e.
Geometry (Å):
H: -1.049 -5.309 1.110  0.1115
O: 7.028 -1.748 -2.885  0.1104
C: -4.501 5.806 3.458  -0.2744
C: -1.557 -0.815 -1.741  -0.2781
C: -1.993 0.486 0.354  -0.0806
H: -4.327 7.781 4.279  0.1248
O: -6.667 5.070 1.949  -0.2654
C: 4.687 -4.341 -1.993  -0.0837
C: 4.659 -5.655 -1.540  -0.0026
C: 3.461 -2.197 -2.658  -0.0784
C: -1.802 0.470 -1.026  -0.0721
H: 1.380 0.376 -3.367  0.1015
C: -2.302 2.867 0.284  -0.0715
C: -1.449 -3.206 1.184  0.0023
N: -3.551 4.067 4.705  -0.4395
C: -4.082 6.729 4.431  0.0000
C: 2.273 -1.500 -2.856  0.0041
H: 5.820 -7.361 -0.970  0.1085
C: 5.965 -2.293 -2.671  -0.2765
H: 7.989 -6.257 -1.417  0.1094
C: 3.409 -3.621 -2.231  -0.2742
C: 3.528 0.485 -3.379  -0.0545
H: -1.548 -3.187 2.261  0.1204
Cl: -3.261 2.396 4.884  0.8815
H: 3.553 1.533 -3.650  0.1072
C: -1.904 -0.767 1.153  -0.2752
P: -5.481 6.235 1.904  0.8857
H: -2.113 3.781 -1.653  0.1110
H: -1.683 1.649 -2.815  0.1247
C: -1.185 -3.264 -1.586  0.0004
O: -2.077 -0.740 2.358  0.0859
C: -2.253 1.684 1.003  -0.0213
C: -1.046 -4.429 -0.849  -0.0403
C: -1.594 -2.035 0.451  -0.0861
C: -1.170 -4.399 0.536  -0.0432
H: -4.553 3.725 2.876  0.1341
C: 5.912 -3.711 -2.224  -0.0819
H: 3.711 -6.141 -1.349  0.1191
C: 5.844 -6.339 -1.327  -0.0548
O: -1.443 -0.834 -2.948  0.1078
H: 1.323 -2.002 -2.725  0.1036
O: 2.339 -4.174 -2.074  0.0974
H: -2.501 3.804 0.792  0.0896
C: 7.098 -4.407 -2.023  0.0012
C: -2.088 2.856 -1.092  -0.0509
H: 5.662 0.295 -3.331  0.1216
H: -3.053 6.970 6.308  0.1390
C: -1.844 1.659 -1.745  0.0087
C: -3.380 6.265 5.548  0.0125
H: -0.834 -5.362 -1.353  0.1158
H: -6.117 7.872 3.241  0.0412
H: -2.616 4.513 6.514  0.1461
C: 7.064 -5.718 -1.576  -0.0526
H: -6.863 4.940 2.893  0.0595
C: 2.307 -0.164 -3.216  -0.0532
O: -6.263 7.632 2.315  -0.2595
C: -3.145 4.916 5.653  -0.0681
C: -4.219 4.462 3.609  -0.1082
H: 8.048 -3.924 -2.212  0.1221
H: -1.082 -3.290 -2.663  0.1263
C: 4.713 -0.209 -3.199  0.0003
H: -2.414 1.690 2.073  0.0765
C: 4.685 -1.553 -2.844  -0.0813
C: -1.448 -2.063 -0.941  -0.0834

=====

3.
This record from the Open Molecules 2025 dataset describes a structure of composition C33H24KN2O3PS3 in a non-equilibrium geometry. The level of theory is wB97M-V/def2-TZVPD.

Values from the calculation:
Energy relative to the best compared isomer or geometry (same formula, charge and spin) ... 54.0 kJ/mol
Kohn-Sham gap ... 0.183 hartree
Highest occupied orbital energy ... -0.034 Eh
Total charge ... -2

Last column: Löwdin charge in e.
Geometry (Å):
C: 0.350 -1.850 1.715  -0.0860
C: -4.408 0.250 -0.801  -0.0723
C: 5.008 0.720 -2.132  -0.3327
H: -2.739 2.196 5.324  0.0944
C: 0.368 -3.129 2.251  -0.0902
C: 4.020 2.212 -3.494  -1.2163
P: -0.711 0.616 1.010  1.1270
C: 6.352 -0.795 -0.836  -0.1162
H: -2.358 2.985 0.975  0.1064
C: -1.977 -1.653 2.254  -0.0977
S: 1.702 2.343 1.898  0.3808
C: -1.878 1.505 3.491  -0.0864
C: -4.915 1.538 -0.706  -0.1006
H: -2.773 0.973 3.199  0.0990
C: -3.454 -2.385 -2.877  -0.3216
H: -2.777 -1.058 -0.355  0.0888
H: 1.268 -1.531 -1.972  0.0304
C: -0.820 -1.091 1.715  -0.3283
S: 5.735 2.190 -4.114  0.9154
H: 8.425 -0.962 -1.390  0.0833
H: 1.281 3.470 4.517  0.1067
C: 5.125 -0.201 -1.089  -0.0227
C: 0.548 -0.986 -2.575  -0.0671
C: 0.382 2.926 4.257  -0.0620
H: -0.781 -4.680 3.194  0.0911
H: 1.287 -3.703 2.247  0.0973
H: -1.432 0.093 -4.068  0.0989
C: -3.014 -1.238 -3.595  -0.0940
C: -1.860 2.200 4.690  -0.0918
H: -4.959 -0.510 -1.340  0.0931
N: -5.875 -3.219 -3.020  0.0633
H: -0.520 -3.096 -1.291  0.0931
H: 8.242 0.666 -3.255  0.0924
C: -1.961 -2.935 2.781  -0.0929
C: -0.733 2.912 5.081  -0.0928
C: 6.154 1.015 -2.903  -0.5142
S: 2.893 3.215 -4.199  0.4112
H: -2.814 -3.915 -1.496  0.1024
H: 6.438 -1.503 -0.020  0.0905
C: -2.948 2.211 0.498  -0.1047
O: 2.014 0.950 1.559  -0.4777
H: 1.248 -1.415 1.296  0.0914
C: -0.767 1.507 2.646  -0.3030
H: 4.254 -0.432 -0.488  0.1036
C: -1.220 -2.587 -1.946  -0.0965
K: 1.731 1.520 -0.852  0.7251
H: -4.547 3.539 -0.014  0.0922
H: 0.923 -0.174 -3.190  0.0273
H: -3.730 -0.716 -4.221  0.1025
C: 7.472 -0.493 -1.605  -0.1342
C: -0.743 -1.426 -2.671  -0.3611
H: -2.906 -1.098 2.243  0.0940
C: -4.176 2.522 -0.064  -0.1020
H: -0.728 3.458 6.016  0.0934
H: -5.872 1.777 -1.154  0.0922
C: -0.788 -3.677 2.785  -0.1075
O: 1.089 3.031 0.763  -0.5000
N: 3.863 1.387 -2.487  -0.0933
C: -3.179 -0.060 -0.236  -0.0853
C: 7.378 0.420 -2.649  -0.1267
C: -4.778 -2.839 -2.960  -0.2966
H: -2.872 -3.360 3.186  0.0950
C: -2.444 0.907 0.449  -0.3575
O: 2.789 3.058 2.525  -0.3200
C: -2.499 -3.040 -2.056  -0.0992
C: 0.355 2.228 3.064  -0.2551
C: -1.736 -0.783 -3.506  -0.0763

=====

4.
This record from the Open Molecules 2025 dataset describes a structure of composition C33H24KN2O3PS3 in a non-equilibrium geometry. The level of theory is wB97M-V/def2-TZVPD.

Values from the calculation:
Energy relative to the best compared isomer or geometry (same formula, charge and spin) ... 31.3 kJ/mol
Kohn-Sham gap ... 0.169 hartree
Highest occupied orbital energy ... -0.022 Eh
Total charge ... -2

Last column: Löwdin charge in e.
Geometry (Å):
H: -2.055 3.535 -2.228  0.1099
C: 1.656 -4.120 -4.101  -0.0859
H: 1.995 4.639 3.257  0.0910
H: -3.839 1.288 4.647  0.0935
C: 1.138 1.398 2.713  -0.0852
H: -1.646 -2.003 2.680  0.1013
S: 2.586 3.772 -1.566  0.9325
C: -3.561 0.011 1.033  -0.2537
H: -0.707 -2.966 -3.330  0.0217
C: 2.803 -4.816 -4.338  -0.0995
C: 1.712 2.226 -1.868  -1.1908
C: 1.472 3.785 2.841  -0.1040
H: 0.250 4.963 1.513  0.1000
O: -2.292 -1.510 -0.555  -0.4705
H: 1.128 -3.657 -4.929  0.0873
H: 2.560 2.351 4.010  0.0929
C: -0.446 6.495 -1.673  -0.1347
C: 1.886 -4.594 -1.719  -0.0806
H: -0.513 -3.292 -1.512  0.0235
C: 4.715 -6.190 -3.560  -0.2820
H: -5.690 -0.115 1.036  0.1068
C: -3.764 0.929 3.627  -0.0936
C: 3.030 -5.287 -1.980  -0.0960
C: 0.164 1.566 1.736  -0.3493
C: -4.913 0.613 2.917  -0.0951
S: -3.421 -0.584 -0.642  0.3876
H: 1.678 6.715 -1.363  0.0936
H: -5.887 0.727 3.380  0.0936
H: 3.177 -4.903 -5.353  0.0949
C: 0.023 -1.272 1.543  -0.3576
C: 0.494 3.969 1.869  -0.0828
S: 2.541 0.756 -1.892  0.4493
N: 0.423 2.431 -2.049  -0.0484
H: -0.652 7.553 -1.563  0.0825
H: 3.578 -5.744 -1.161  0.0955
C: -2.513 0.793 3.035  -0.0829
H: -0.466 -4.021 3.472  0.0925
H: 1.831 -0.850 0.449  0.0664
H: 1.529 -4.509 -0.699  0.0814
K: -0.830 -0.191 -2.064  0.6537
H: 3.008 -2.862 1.247  0.1054
C: 0.862 6.028 -1.563  -0.1247
C: 1.791 2.501 3.260  -0.0952
P: -0.755 0.230 0.840  1.0830
C: -4.814 0.154 1.613  -0.0607
C: -2.384 0.328 1.731  -0.3098
C: 1.357 -3.557 2.438  -0.1045
C: 0.047 -3.315 2.829  -0.0944
C: 0.060 3.758 -1.955  -0.3591
O: -3.075 0.594 -1.439  -0.4547
C: 2.000 -2.663 1.589  -0.0868
C: 1.334 -1.532 1.137  -0.0988
H: 1.407 0.399 3.040  0.0991
O: -4.683 -1.196 -0.987  -0.3238
H: -1.623 1.059 3.593  0.1043
C: -0.146 2.866 1.322  -0.0970
C: 3.539 -5.437 -3.296  -0.3061
N: 5.674 -6.807 -3.777  0.0508
H: 1.869 -4.451 2.773  0.0934
C: 1.093 -3.970 -2.767  -0.3485
H: -2.506 5.969 -1.988  0.0881
C: -0.088 -3.324 -2.512  -0.0715
H: -0.891 3.009 0.548  0.0991
C: -1.489 5.599 -1.916  -0.1176
C: -1.247 4.239 -2.058  -0.0336
C: -0.618 -2.177 2.385  -0.0771
C: 1.106 4.667 -1.699  -0.5181

=====

no.,calculated total energy (hartree)
1,-7795.59765
2,-2578.26839
3,-3743.16329
4,-3743.17193